# 1
{"formula": "C20H40ClF2N2O11S3", "method": "the ωB97M-V functional and the def2-TZVPD basis", "e_homo_ev": -12.395, "multiplicity": 1, "lumo_energy_ev": -3.7, "max_force_ev_per_a": 7.0, "total_charge": 1, "molar_mass_g_mol": 654.2, "species": ["C", "C", "O", "C", "C", "C", "C", "C", "C", "N", "C", "O", "F", "C", "O", "F", "N", "C", "C", "C", "C", "S", "O", "O", "Cl", "H", "H", "H", "H", "H", "H", "H", "H", "H", "H", "H", "H", "H", "H", "H", "H", "H", "H", "H", "H", "H", "H", "H", "H", "O", "S", "O", "O", "C", "C", "C", "H", "H", "H", "H", "H", "H", "H", "H", "O", "S", "O", "O", "C", "C", "C", "H", "H", "H", "H", "H", "H", "H", "H"], "xyz": [[1.544, -4.100, -0.252], [1.050, -3.138, 0.970], [2.183, -2.290, 1.297], [1.789, -0.933, 1.619], [2.395, 0.110, 0.554], [1.573, 0.238, -0.825], [2.188, 1.639, -1.435], [0.903, 2.468, -1.954], [-0.380, 1.911, -1.093], [-0.835, 2.809, 0.017], [-2.106, 2.360, 0.619], [-2.243, 1.561, 1.568], [-3.328, 2.847, 0.021], [0.222, 3.060, 1.019], [0.905, 4.120, 0.987], [0.531, 2.170, 2.115], [0.085, 0.521, -0.777], [-0.654, -0.677, -1.333], [-1.178, -0.517, -2.848], [-0.938, -1.802, -3.789], [-2.318, -2.652, -3.999], [-2.746, -3.678, -2.488], [-1.419, -4.164, -1.932], [-3.584, -4.862, -2.960], [-3.793, -2.496, -1.090], [2.668, -4.307, -0.051], [0.926, -5.061, -0.305], [1.473, -3.458, -1.218], [0.117, -2.582, 0.603], [0.728, -3.826, 1.837], [0.642, -0.841, 1.769], [2.256, -0.680, 2.651], [2.582, 1.116, 1.083], [3.450, -0.286, 0.269], [1.955, -0.565, -1.545], [2.644, 2.376, -0.661], [3.045, 1.394, -2.151], [0.727, 2.042, -3.020], [1.037, 3.619, -1.992], [-1.222, 2.063, -1.869], [-0.146, 0.446, 0.248], [-1.541, -0.896, -0.631], [0.026, -1.599, -1.296], [-2.330, -0.372, -2.780], [-0.791, 0.426, -3.390], [-0.075, -2.484, -3.473], [-0.692, -1.390, -4.848], [-2.196, -3.353, -4.911], [-3.185, -1.938, -4.227], [-1.031, 9.184, -3.262], [0.067, 8.277, -3.473], [-0.134, 6.856, -3.608], [1.190, 8.538, -2.337], [0.797, 8.486, -0.966], [0.627, 7.056, -0.491], [1.016, 8.842, -4.857], [-0.114, 9.069, -0.802], [1.593, 8.963, -0.389], [-0.223, 6.578, -0.985], [0.451, 7.024, 0.587], [1.514, 6.461, -0.725], [1.213, 9.908, -4.740], [0.429, 8.666, -5.759], [1.947, 8.277, -4.902], [1.325, -6.043, 5.634], [0.218, -6.527, 4.851], [-0.361, -5.751, 3.785], [-0.963, -7.005, 5.848], [-1.451, -6.081, 6.820], [-2.377, -5.053, 6.198], [0.631, -8.127, 4.214], [-0.622, -5.600, 7.347], [-2.008, -6.663, 7.559], [-1.832, -4.393, 5.519], [-2.841, -4.434, 6.969], [-3.161, -5.542, 5.613], [1.027, -8.739, 5.024], [1.387, -7.994, 3.439], [-0.264, -8.579, 3.787]], "atomic_forces_ev_per_a": [[0.4, 1.3, 0.7], [-0.1, -2.3, -1.1], [-2.2, 1.1, -0.2], [0.8, 0.5, 1.0], [-0.2, -1.1, 0.8], [4.4, 3.4, -0.5], [-0.4, 1.2, 0.8], [0.6, -1.1, -1.0], [0.9, 3.1, -3.7], [0.2, -2.1, 1.8], [-2.9, -2.9, 2.9], [1.1, 3.7, -4.3], [4.0, -0.8, 0.9], [3.7, 5.1, 1.7], [-3.6, -5.8, -0.2], [-1.6, 1.3, -3.2], [-0.8, -2.0, 2.8], [-1.6, -1.7, -1.2], [-1.0, 0.2, 0.0], [-0.7, 0.3, -0.8], [0.7, 1.4, -0.6], [2.0, -6.5, -1.6], [-3.5, 2.6, -0.8], [1.6, 4.6, 1.6], [0.6, -0.5, -0.9], [-2.0, 0.1, -0.4], [0.9, 1.5, -0.1], [0.1, -1.4, 1.4], [1.4, -0.4, 0.7], [0.6, 1.3, -1.0], [1.7, -0.1, -0.4], [-0.8, -0.3, -1.7], [-0.7, -1.5, -1.0], [-1.9, 0.6, 0.3], [-1.7, 0.8, 1.0], [-0.6, -1.9, -0.8], [-1.6, 0.6, 0.6], [-0.1, 1.1, 1.6], [-0.4, -2.1, 0.2], [1.0, -1.3, 1.5], [0.3, -0.1, -0.7], [1.3, 0.4, -1.2], [-0.8, 1.6, 0.2], [2.0, -0.1, -0.1], [-0.3, -1.5, 1.1], [-1.3, 1.0, -0.3], [-0.4, -0.8, 1.8], [-0.4, 0.6, 2.0], [1.2, -1.1, 0.5], [0.3, -0.8, 0.1], [0.6, 0.5, 0.0], [-0.2, 0.5, 0.2], [-0.3, 0.0, -1.0], [-0.3, -0.2, 0.9], [-0.2, -0.2, -0.1], [0.1, 0.0, 0.1], [0.1, 0.0, -0.2], [0.0, 0.1, -0.4], [0.0, 0.1, 0.1], [0.1, 0.1, -0.1], [0.0, 0.1, 0.1], [-0.1, -0.1, 0.0], [-0.1, 0.0, 0.2], [-0.1, 0.0, 0.0], [-0.6, 0.2, -0.5], [-0.3, -0.8, 0.4], [0.4, 0.1, 0.4], [0.8, -0.2, -0.7], [-0.5, 0.8, 0.6], [0.0, 0.2, -0.3], [-0.1, -0.1, 0.1], [0.1, -0.1, -0.2], [0.2, -0.2, -0.2], [0.0, 0.0, 0.1], [0.0, -0.1, 0.0], [0.0, 0.0, 0.1], [-0.1, 0.1, -0.1], [-0.1, 0.1, 0.1], [0.1, 0.1, 0.1]]}



# 2
{"formula": "C3H11NO3", "method": "the ωB97M-V functional and the def2-TZVPD basis", "e_homo_ev": -9.341, "multiplicity": 1, "lumo_energy_ev": 0.4, "max_force_ev_per_a": 1.1, "relative_energy_kj_mol": 71.7, "smiles": "CNC(C)=O.O.O", "molar_mass_g_mol": 109.1, "species": ["C", "N", "C", "C", "O", "H", "H", "H", "H", "H", "H", "H", "O", "H", "H", "O", "H", "H"], "xyz": [[1.046, -0.125, 0.863], [-0.312, -0.152, 1.338], [-0.863, -1.237, 1.933], [-0.037, -2.486, 2.094], [-2.006, -1.223, 2.333], [1.310, 0.760, 0.314], [1.727, -0.306, 1.696], [1.266, -0.938, 0.175], [-0.936, 0.640, 1.446], [-0.642, -3.291, 2.489], [0.837, -2.403, 2.736], [0.377, -2.834, 1.140], [-0.783, 3.374, -3.291], [-1.126, 3.650, -2.433], [-1.321, 3.814, -3.955], [0.780, 0.929, -2.684], [0.191, 1.643, -2.970], [0.492, 0.185, -3.224]], "atomic_forces_ev_per_a": [[0.6, -0.6, 0.2], [-0.5, -0.2, 0.1], [0.3, -0.5, 0.2], [0.7, -0.6, -0.6], [-0.8, 0.2, 0.3], [-0.2, 0.5, 0.1], [0.3, 0.4, 0.1], [-0.4, -0.1, -0.2], [0.6, 0.2, -0.4], [-0.3, 0.1, 0.1], [0.0, 0.5, 0.2], [-0.2, 0.1, 0.0], [0.0, -0.1, 0.2], [0.0, 0.0, -0.2], [0.0, 0.0, 0.0], [-0.3, 0.0, -0.1], [0.1, 0.1, 0.0], [0.1, -0.1, 0.1]]}